Formula: C12H24N2O3
Source: the OMol25 dataset
Level of theory: wB97M-V/def2-TZVPD

Properties
Electronic energy = -21954.9465 eV
2S+1 = 1
Relative energy (zero: lowest compared OMol25 entry of this formula, charge and spin) = 266.49 kJ/mol
Structure (SMILES) = CC[C@H](C)[C@H](N)C(=O)N[C@@H](CC(C)C)C(=O)O
Gap between HOMO and LUMO = 10.00 eV

The geometry in XYZ format:
```
41
Properties=species:S:1:pos:R:3:forces:R:3
C -1.7857 -1.4348 -0.1584 -1.159 2.956 0.031
C -1.9885 0.1795 -0.1393 -0.599 0.639 1.115
C -0.7444 -1.6657 0.9355 -0.800 -0.428 -1.053
C -1.2500 -1.2766 2.2928 1.610 2.091 1.679
C -0.1344 -3.0490 0.8946 0.014 -1.494 0.886
C 0.9711 -3.3650 -0.1153 0.533 0.972 -0.444
C -0.4443 1.9207 -1.0920 -2.713 1.099 -0.328
C -0.7663 2.4844 -2.4648 1.746 2.698 -1.106
C 0.9697 1.6191 -0.8765 0.488 -3.794 0.757
C 1.6214 2.1804 0.2920 -0.807 2.180 2.684
C 3.0860 2.0029 0.2776 1.892 0.563 -0.410
C 1.1187 1.5081 1.5937 -1.956 1.682 0.777
H -2.2082 -1.8088 -2.1447 1.256 -0.123 0.981
H -1.0341 -2.8331 -1.4439 -0.735 1.832 -0.406
H -2.7943 -1.7383 0.0372 -0.448 -0.927 0.794
H 0.0506 -0.9780 0.7433 0.710 0.411 -0.448
H -0.3967 -1.4592 3.0000 -0.505 0.338 -0.462
H -1.4790 -0.1490 2.3635 0.148 -1.964 -0.131
H -2.0292 -1.8356 2.7475 -1.124 -0.593 -0.181
H -0.9075 -3.8104 0.7015 -0.107 0.267 0.557
H 0.2326 -3.1642 1.9206 0.001 -0.631 -0.193
H 0.8368 -2.6151 -0.8959 0.855 0.099 -0.142
H 0.8662 -4.3008 -0.6391 -0.408 -0.593 0.084
H 2.0184 -3.3917 0.2516 -0.715 0.500 0.020
H -0.7992 -0.1050 -1.6392 -0.181 1.010 0.099
H -0.8819 2.6027 -0.2571 0.598 -1.094 -1.567
H 1.6773 1.5829 -1.6712 -0.182 0.366 -1.352
H 0.8745 0.5538 -0.5158 0.649 0.388 -1.036
H 1.3170 3.2603 0.3324 0.681 -0.493 0.233
H 3.5075 2.1232 1.2710 0.079 0.311 0.114
H 3.3472 0.9801 0.0187 0.033 -0.221 -0.350
H 3.6261 2.7107 -0.3899 -0.362 -0.577 0.188
H 0.7682 0.4996 1.3905 0.965 -0.334 0.393
H 0.1111 1.9520 1.9264 1.416 -0.201 -0.286
H 1.8539 1.6615 2.4254 -0.858 -0.594 -0.656
H -1.9891 3.7375 -3.1921 -0.063 -0.918 0.716
N -1.3760 -1.8242 -1.4956 -0.291 -2.389 -0.708
N -1.2597 0.7022 -1.1584 0.498 -1.143 0.337
O -2.6270 0.8373 0.7133 1.450 -1.688 -1.936
O -0.0121 2.5642 -3.4412 -1.743 -0.706 2.001
O -1.9467 3.1415 -2.3987 0.133 0.499 -1.252
```
Positions in Å, forces in eV/Å.